Record 1
Computed, not measured: a 2-piece molecular cluster, C19H37F3NO2 overall, with the ωB97M-V functional and the def2-TZVPD basis.

Output
total energy: -1250.7426 a.u.
HOMO level: -12.23 eV
ΔE to the lowest compared entry with this formula, charge and spin: 2.4 kcal/mol
largest force on an atom: 0.010 Eh/bohr
total charge: +1
gap between HOMO and LUMO: 10.112 eV

Last column: natural (NBO) charge in e.
CARTESIAN COORDINATES (ANGSTROEM)
1 F 5.15 -0.42 -1.63  -0.32
2 F 3.12 -0.08 -2.28  -0.31
3 F 3.65 0.22 -0.22  -0.35
4 O 3.97 2.25 -3.03  -0.52
5 O 0.88 2.20 -3.57  -0.52
6 N -0.98 -1.23 1.27  -0.22
7 C 4.08 0.39 -1.50  0.96
8 C 1.36 2.81 -2.36  0.11
9 C -4.10 -2.06 3.36  -0.62
10 C -1.01 -1.91 -1.03  -0.42
11 C 1.06 -1.90 3.83  -0.62
12 C -0.31 -0.31 2.27  -0.19
13 C -0.99 2.32 -2.25  -0.43
14 C -4.06 -2.65 1.95  -0.41
15 C 0.11 3.08 -1.49  -0.43
16 C 4.43 1.86 -1.76  -0.15
17 C -2.30 -1.11 -0.78  -0.44
18 C -2.70 -3.24 1.54  -0.43
19 C -1.42 -2.52 1.96  -0.22
20 C 1.04 -0.76 2.82  -0.43
21 C -2.12 -0.48 0.60  -0.22
22 C 2.23 4.00 -2.74  -0.46
23 C -0.07 -1.51 0.10  -0.21
24 C -0.16 1.36 -3.11  -0.07
25 C 3.70 3.65 -3.11  -0.06
26 H -3.85 -2.81 4.11  0.22
27 H -4.41 -1.92 1.23  0.19
28 H -3.18 -1.75 -0.83  0.23
29 H -0.17 0.63 1.74  0.22
30 H 3.97 2.44 -0.95  0.19
31 H -0.58 -3.21 1.82  0.23
32 H -4.78 -3.47 1.90  0.23
33 H -5.09 -1.68 3.58  0.24
34 H -0.67 0.85 -3.94  0.21
35 H 0.29 0.58 -2.46  0.13
36 H 0.94 -2.88 3.37  0.20
37 H 0.26 2.65 -0.50  0.19
38 H -1.20 -2.99 -1.01  0.22
39 H -1.77 1.83 -1.65  0.19
40 H 2.21 4.73 -1.93  0.21
41 H -2.70 -3.48 0.48  0.22
42 H 0.66 -2.27 0.37  0.24
43 H -2.44 -0.33 -1.52  0.24
44 H 4.39 4.20 -2.46  0.17
45 H -2.98 -0.47 1.25  0.24
46 H 0.44 -0.57 -0.12  0.22
47 H 1.73 -0.96 2.00  0.22
48 H 2.02 -1.92 4.34  0.24
49 H -0.56 -1.69 -2.00  0.25
50 H 3.91 3.95 -4.14  0.21
51 H 1.94 2.03 -1.85  0.16
52 H -1.03 -0.15 3.07  0.22
53 H -1.46 -2.29 3.02  0.23
54 H -3.40 -1.22 3.48  0.18
55 H 0.29 -1.78 4.59  0.21
56 H -2.60 -4.21 2.04  0.24
57 H -1.51 2.99 -2.95  0.22
58 H 1.43 0.13 3.31  0.24
59 H -1.76 0.54 0.49  0.22
60 H 5.52 1.96 -1.69  0.21
61 H -0.14 4.14 -1.41  0.22
62 H 1.73 4.47 -3.60  0.24

Record 2
Computed, not measured: a 2-piece molecular cluster, C9H14O overall in a non-equilibrium geometry, with the ωB97M-V functional and the def2-TZVPD basis.

Output
total energy: -426.2502 a.u.
HOMO level (spin up / spin down): -13.97 / -14.13 eV
ΔE to the lowest compared entry with this formula, charge and spin: 16.3 kcal/mol
multiplicity: 2
largest force on an atom: 0.049 Eh/bohr
total charge: +1
gap between HOMO and LUMO (spin up / spin down): 10.205 / 6.653 eV

Last column: Mulliken spin population.
CARTESIAN COORDINATES (ANGSTROEM)
1 O -0.87 -0.62 -2.84  0.15
2 C -0.51 0.02 0.61  0.03
3 C -0.63 0.20 -0.72  0.10
4 C -0.29 -2.38 0.32  0.07
5 C -0.54 -1.33 2.67  0.01
6 C 2.23 4.05 0.48  0.00
7 C -0.41 -2.22 -1.03  0.10
8 C 1.33 2.82 0.48  0.00
9 C -0.49 -1.29 1.21  0.24
10 C -0.62 -0.95 -1.58  0.24
11 H -0.21 -2.26 3.14  0.00
12 H -0.02 -0.45 3.06  0.02
13 H 1.71 1.97 1.06  0.00
14 H 0.36 2.92 0.96  0.00
15 H 1.20 2.52 -0.56  0.00
16 H -0.84 -1.40 -3.43  -0.01
17 H -0.73 0.89 1.21  0.00
18 H -0.71 1.23 -1.05  0.00
19 H 0.04 -3.29 0.81  0.00
20 H 3.19 3.82 0.94  0.00
21 H 2.34 4.42 -0.53  0.00
22 H -1.56 -1.12 3.01  0.05
23 H -0.36 -3.05 -1.72  0.00
24 H 1.77 4.98 0.85  0.00

Record 3
Computed, not measured: C30H51BrN4P2Pb as an isolated structure in a non-equilibrium geometry, with the ωB97M-V functional and the def2-TZVPD basis.

Output
total energy: -4841.5729 a.u.
HOMO level (spin up / spin down): -12.28 / -12.28 eV
ΔE to the lowest compared entry with this formula, charge and spin: 7.1 kcal/mol
largest force on an atom: 0.087 Eh/bohr
total charge: +2
gap between HOMO and LUMO (spin up / spin down): 4.524 / 4.525 eV

Last column: Löwdin charge in e.
CARTESIAN COORDINATES (ANGSTROEM)
1 Pb -2.71 1.39 -1.76  1.56
2 Br 0.43 -0.73 1.88  0.85
3 P -3.22 -2.39 -1.92  0.97
4 P 3.02 -1.49 0.23  0.98
5 N -1.29 2.48 3.00  0.09
6 N -1.99 1.11 4.69  -0.17
7 N 0.19 2.00 4.83  -0.17
8 N -1.26 6.44 -5.25  0.07
9 C -1.57 -4.62 -2.46  -0.15
10 C 2.68 -3.13 0.87  -0.32
11 C -3.12 -1.70 -0.22  -0.48
12 C -1.80 4.13 -4.99  -0.01
13 C -1.58 3.04 -2.75  -0.22
14 C -0.80 2.40 -1.92  -0.26
15 C 1.52 -0.38 0.26  -0.83
16 C 0.12 0.18 -1.68  -0.10
17 C -1.28 5.49 -3.06  -0.01
18 C 0.76 -0.77 -0.94  -0.18
19 C -1.10 6.57 -3.94  -0.11
20 C -1.57 4.23 -3.61  -0.24
21 C 1.39 2.39 4.14  -0.07
22 C -3.24 1.02 3.98  -0.07
23 C -3.16 -1.92 -4.73  -0.13
24 C -1.60 5.27 -5.78  -0.11
25 C -1.01 1.90 4.13  -0.48
26 C 5.57 -1.48 1.30  -0.11
27 C 3.63 -4.20 0.31  -0.11
28 C 0.20 2.20 6.27  -0.07
29 C 3.57 -1.61 -1.49  -0.30
30 C 1.27 1.97 -0.51  0.00
31 C -3.89 -2.68 0.70  -0.16
32 C 0.22 1.57 -1.39  -0.22
33 C -1.55 -3.15 -2.04  -0.44
34 C 1.89 1.07 0.29  -0.12
35 C -3.19 -1.24 -3.35  -0.54
36 C -1.73 0.10 5.68  -0.06
37 C 3.75 -0.22 -2.09  -0.10
38 C 4.27 -0.68 1.22  -0.32
39 H -3.77 -2.40 1.75  0.07
40 H -2.10 -5.24 -1.73  0.08
41 H -0.80 7.55 -3.55  0.12
42 H 1.71 1.60 3.44  0.04
43 H 4.57 0.32 -1.61  0.09
44 H 3.36 -4.48 -0.72  0.09
45 H -3.54 -3.72 0.59  0.07
46 H 5.49 -2.35 1.96  0.09
47 H 3.98 -0.32 -3.16  0.10
48 H 2.78 -3.08 1.97  0.10
49 H -2.11 3.20 -5.46  0.11
50 H 2.51 1.39 1.14  0.11
51 H 3.55 -5.09 0.94  0.10
52 H 2.84 0.38 -2.01  0.05
53 H 2.82 -2.21 -2.05  0.11
54 H -2.21 -2.45 -4.90  0.08
55 H -2.49 -0.69 5.57  0.09
56 H 1.63 -3.39 0.67  0.09
57 H 1.52 3.04 -0.47  0.15
58 H -4.97 -2.67 0.46  0.08
59 H 0.55 1.29 6.79  0.09
60 H 0.57 -1.84 -1.11  0.09
61 H 2.19 2.56 4.87  0.09
62 H -0.51 3.04 2.65  0.01
63 H -4.07 1.19 4.68  0.10
64 H 4.46 0.31 0.79  0.10
65 H -0.97 -2.54 -2.75  0.06
66 H -3.57 -0.70 -0.20  -0.01
67 H 6.35 -0.83 1.70  0.09
68 H -0.79 2.47 6.66  0.10
69 H -0.73 -0.35 5.56  0.09
70 H -1.08 -3.09 -1.04  0.05
71 H -3.38 0.04 3.51  0.08
72 H -2.03 -4.77 -3.45  0.07
73 H -3.98 -2.62 -4.86  0.08
74 H -1.19 5.65 -1.99  0.12
75 H -3.24 -1.15 -5.52  0.08
76 H 1.24 3.31 3.56  0.08
77 H -2.06 -1.64 0.09  0.03
78 H -1.82 0.51 6.70  0.09
79 H -1.70 5.22 -6.86  0.12
80 H 3.82 -0.52 2.21  0.11
81 H -3.22 1.80 3.20  0.06
82 H -0.49 -0.14 -2.55  0.10
83 H 0.91 3.01 6.51  0.09
84 H 4.50 -2.20 -1.48  0.10
85 H 5.90 -1.82 0.31  0.08
86 H 4.68 -3.89 0.30  0.07
87 H -4.10 -0.62 -3.24  0.05
88 H -2.27 -0.64 -3.24  -0.03
89 H -0.54 -4.99 -2.52  0.07

Record 4
Computed, not measured: a 2-piece molecular cluster, CH3NO3S overall in a non-equilibrium geometry, with the ωB97M-V functional and the def2-TZVPD basis.

Output
total energy: -718.3929 a.u.
HOMO level (spin up / spin down): 2.02 / 2.02 eV
ΔE to the lowest compared entry with this formula, charge and spin: 14.5 kcal/mol
largest force on an atom: 0.100 Eh/bohr
total charge: -2
gap between HOMO and LUMO (spin up / spin down): 4.110 / 4.110 eV

Last column: natural (NBO) charge in e.
CARTESIAN COORDINATES (ANGSTROEM)
1 S 1.08 1.80 0.96  1.40
2 O 0.05 2.85 0.87  -1.09
3 O -1.57 -3.61 -3.01  -0.63
4 O 1.30 1.67 2.44  -1.09
5 N -1.09 -2.67 -2.26  -0.36
6 C 0.15 0.14 0.33  -0.80
7 H 0.87 -0.40 -0.06  0.18
8 H -0.48 0.47 -0.41  0.20
9 H -0.31 -0.26 1.15  0.19